# C18H45ClLiN3

C18H45ClLiN3 as an isolated structure (wB97M-V/def2-TZVPD, the Open Molecules 2025 dataset).

Last column: natural (NBO) charge in e.
Positions of all 68 atoms, in Å:
Li: -1.2847 0.5390 0.3853  0.86
Cl: 0.7567 1.1567 1.4319  -0.91
C: -5.5629 1.9424 1.3453  -0.65
C: -4.4918 1.0255 0.7410  -0.22
N: -3.1254 1.4144 1.0693  -0.51
C: -2.8718 2.8484 0.7683  -0.24
C: -3.0527 3.2041 -0.7203  -0.63
C: -2.8264 1.2702 2.5306  -0.25
C: -3.2249 -0.1240 3.1247  -0.63
H: -5.4954 2.8797 0.7929  0.21
H: -5.4458 2.1859 2.4013  0.21
H: -6.5321 1.4536 1.2471  0.22
H: -4.5532 -0.0092 1.0781  0.20
H: -4.5946 0.9169 -0.3387  0.20
H: -1.8720 3.1342 1.0951  0.23
H: -3.5395 3.5036 1.3278  0.18
H: -2.8857 4.2775 -0.8102  0.22
H: -4.0100 3.0163 -1.2064  0.21
H: -2.1899 2.7689 -1.2244  0.21
H: -1.7733 1.4954 2.6994  0.24
H: -3.3167 2.0083 3.1653  0.18
H: -4.2867 -0.1188 3.3710  0.21
H: -2.9695 -0.9394 2.4481  0.20
H: -2.7246 -0.2446 4.0856  0.23
C: -0.3642 -2.3919 0.4881  -0.63
C: -0.1328 -1.6290 -0.7975  -0.26
N: -1.3429 -0.8077 -1.1799  -0.51
C: -1.1288 -0.0824 -2.4489  -0.22
C: -0.0008 1.0010 -2.3065  -0.61
C: -2.5260 -1.6553 -1.4080  -0.22
C: -2.4280 -2.7623 -2.4689  -0.64
H: 0.4947 -2.9347 0.8829  0.24
H: -1.1502 -3.1468 0.4697  0.20
H: -0.6995 -1.7460 1.2996  0.21
H: 0.7087 -0.9559 -0.6336  0.24
H: 0.2012 -2.3551 -1.5387  0.19
H: -0.8871 -0.7502 -3.2758  0.18
H: -2.0734 0.3793 -2.7365  0.19
H: 0.0675 1.5671 -3.2355  0.22
H: -0.2861 1.6292 -1.4626  0.20
H: 0.9439 0.5530 -1.9983  0.22
H: -3.3813 -0.9899 -1.5257  0.20
H: -2.7594 -2.1455 -0.4629  0.20
H: -3.4084 -3.2340 -2.5349  0.22
H: -1.6917 -3.5148 -2.1864  0.22
H: -2.2669 -2.3585 -3.4685  0.21
C: 4.7852 1.7986 0.1357  -0.65
C: 5.6631 0.6309 0.6271  -0.22
N: 5.1261 -0.7173 0.4108  -0.45
C: 3.9891 -0.9985 1.3190  -0.23
C: 3.6207 -2.4672 1.3570  -0.61
C: 4.7965 -0.9695 -0.9946  -0.22
C: 6.0556 -1.1058 -1.8534  -0.61
H: 3.8877 1.9640 0.7316  0.23
H: 4.5372 1.7420 -0.9242  0.20
H: 5.3539 2.7074 0.3323  0.21
H: 6.6277 0.6032 0.1204  0.19
H: 5.9280 0.7410 1.6786  0.20
H: 4.2983 -0.7421 2.3323  0.19
H: 3.1459 -0.3337 1.1316  0.20
H: 2.9193 -2.6856 2.1622  0.21
H: 3.2250 -2.7762 0.3895  0.19
H: 4.5058 -3.0897 1.4886  0.21
H: 4.0850 -0.2708 -1.4347  0.17
H: 4.3552 -1.9654 -1.0339  0.19
H: 6.8039 -1.8060 -1.4822  0.21
H: 6.5315 -0.1275 -1.9191  0.20
H: 5.7438 -1.4066 -2.8536  0.20

## Properties
E_LUMO = 0.32 eV
HOMO-LUMO gap = 8.1 eV
relative energy (zero: lowest compared OMol25 entry of this formula, charge and spin) = 0.0 kcal/mol
2S+1 = 1
HOMO = -0.284 Eh